This record from the Open Molecules 2025 dataset describes 9 unconnected molecules or ions with the total composition C22H40Cl14O6. The level of theory is wB97M-V/def2-TZVPD.

Each line ends with the Mulliken charge.
Atoms and positions in Å:
C 26.36676 -24.34752 -4.61107  -1.11
C 26.50425 -24.20722 -3.07252  1.37
C 27.64566 -23.31538 -2.68010  -0.16
O 27.24875 -22.41406 -1.64852  -0.29
C 25.93381 -22.30759 -1.76533  0.50
O 25.28647 -21.58640 -1.03819  -0.60
O 25.51920 -23.30378 -2.55622  -0.10
H 26.50063 -23.40140 -5.13553  0.31
H 25.37216 -24.71388 -4.86533  0.28
H 27.17382 -24.86487 -5.12983  -0.04
H 26.48396 -25.20733 -2.63952  -0.50
H 28.04175 -22.74019 -3.51699  0.00
H 28.47265 -23.96266 -2.38820  0.26
C 30.94489 -23.54382 -7.47913  -1.45
C 29.73248 -24.29350 -6.86197  0.28
C 29.81000 -25.76332 -7.14214  -0.16
O 30.45640 -26.09636 -5.89351  -0.41
C 30.37110 -25.16516 -4.92877  0.59
O 30.66708 -25.32459 -3.74960  -0.61
O 29.82563 -24.09334 -5.46974  -0.08
H 31.82157 -23.81483 -6.89085  0.41
H 30.90189 -22.46916 -7.65624  0.38
H 31.20840 -23.98245 -8.44156  0.39
H 28.75268 -23.89244 -7.12124  0.36
H 30.42359 -25.96833 -8.01939  0.32
H 28.90701 -26.37249 -7.18232  0.07
Cl 26.85927 -20.12471 3.09639  -0.19
C 26.49972 -21.52029 2.04017  -0.14
C 25.11765 -22.12637 2.39333  -0.14
Cl 25.14850 -22.85268 4.04977  -0.22
H 27.32797 -22.17674 2.30694  0.34
H 26.55445 -21.33316 0.96775  0.00
H 24.77295 -22.88540 1.69107  0.22
H 24.32775 -21.37580 2.42175  0.12
Cl 22.05409 -30.27577 -1.12297  -0.19
C 23.47304 -29.24734 -1.14068  -0.14
C 23.10897 -27.77688 -1.04994  -0.68
Cl 24.57917 -26.78686 -1.41714  -0.07
H 23.92796 -29.25246 -2.13119  0.08
H 24.15540 -29.52072 -0.33585  0.30
H 22.79588 -27.52448 -0.03684  0.34
H 22.29998 -27.57073 -1.75074  0.35
Cl 25.66272 -30.57577 -5.92569  -0.19
C 26.77225 -29.94709 -4.64677  -0.38
C 27.68948 -28.79891 -5.11150  0.01
Cl 26.68342 -27.65939 -5.92840  -0.23
H 27.39239 -30.70241 -4.16402  0.33
H 26.18297 -29.50471 -3.84357  0.12
H 28.32952 -29.18751 -5.90362  0.37
H 28.18242 -28.33919 -4.25489  -0.04
Cl 29.07622 -29.78802 -1.72102  -0.20
C 29.65415 -28.26117 -0.88744  -0.49
C 28.51546 -27.25485 -0.73406  0.21
Cl 28.66671 -26.20712 0.69529  -0.21
H 30.38846 -27.73660 -1.49878  0.27
H 30.03713 -28.56631 0.08636  0.45
H 27.56260 -27.76527 -0.59401  0.15
H 28.32200 -26.66450 -1.62969  -0.15
Cl 21.01476 -20.23853 -2.21178  -0.22
C 22.44191 -19.51032 -1.37534  -0.24
C 22.22909 -19.72821 0.08746  -0.53
Cl 23.58632 -19.00148 0.98693  -0.19
H 22.40337 -18.46214 -1.67186  0.37
H 23.39130 -19.87478 -1.76769  0.12
H 22.21419 -20.78917 0.33695  0.27
H 21.26454 -19.43955 0.50510  0.46
Cl 20.57603 -20.25924 -5.87690  -0.21
C 21.03598 -21.92700 -5.31109  -0.53
C 22.52651 -21.89966 -5.06615  -0.10
Cl 22.89406 -23.66681 -4.84621  -0.21
H 21.07653 -22.49431 -6.24094  0.40
H 20.37480 -22.22712 -4.49814  0.37
H 22.96271 -21.61735 -4.10796  -0.12
H 23.13911 -21.42306 -5.83145  0.39
Cl 32.58503 -20.12194 -6.04460  -0.21
C 31.48882 -21.01236 -4.89487  0.24
C 30.60540 -19.97029 -4.16638  -0.17
Cl 31.43046 -19.24353 -2.71882  -0.20
H 32.14248 -21.58178 -4.23412  0.37
H 30.88095 -21.74187 -5.43005  -0.42
H 29.68906 -20.38310 -3.74447  -0.02
H 30.36425 -19.18569 -4.88356  0.38

Output
**Total charge**: 0
**HOMO**: -10.206 eV
**Kohn-Sham gap**: 0.37736 Eh
**Total energy**: -211061.6846 eV


This record from the Open Molecules 2025 dataset describes a molecular structure, C21H47Cl2I2N3Si. The level of theory is wB97M-V/def2-TZVPD.

Each line ends with the Mulliken charge.
Atoms and positions in Å:
C -1.35920 -2.21384 2.01243  -1.45
C -1.54591 -1.09882 0.98044  0.22
C -1.21298 0.30534 1.54817  -1.22
Si -0.25981 1.46454 0.44035  -0.09
N -0.18298 2.97204 1.33219  -0.76
C 1.52279 0.79888 0.25760  0.42
Cl 1.84839 -0.70500 1.09649  -0.25
C 2.53907 1.36319 -0.41042  0.59
C 3.95436 0.87334 -0.50601  -1.57
Cl 2.24672 2.83005 -1.28229  -0.16
C -1.02316 1.72706 -1.31493  -0.68
I -1.35214 3.86277 -1.58210  0.03
C -2.33153 0.94111 -1.51816  -0.25
C -2.09394 -0.40678 -2.16850  -1.38
I -3.68385 1.98309 -2.85484  0.12
H -2.00893 -3.04719 1.76379  0.41
H -0.34236 -2.58477 1.96170  0.26
H -1.57160 -1.87454 3.01865  0.34
H -2.56069 -1.08832 0.60199  0.40
H -0.85542 -1.30277 0.16964  0.00
H -0.56692 0.14092 2.41107  0.73
H -2.10100 0.78521 1.95050  0.46
H -0.00926 2.73839 2.30695  0.27
H 0.61815 3.52046 1.04030  0.27
H 4.23296 0.32220 0.37857  0.36
H 4.59022 1.74341 -0.62284  0.41
H 4.04569 0.27188 -1.40570  0.39
H -0.29868 1.44925 -2.07039  0.63
H -2.89971 0.85943 -0.60327  0.39
H -1.84471 -0.30192 -3.21742  0.56
H -2.99369 -1.01166 -2.11933  0.23
H -1.29759 -0.95812 -1.67915  0.30
C 5.61396 2.16818 2.89617  -1.20
C 6.94524 1.82056 2.24712  -0.39
N 8.08429 2.32422 2.98686  0.12
C 9.32722 2.28326 2.23853  -0.69
C 9.88097 0.91285 1.82906  -0.97
C 8.16004 1.91344 4.37713  -0.71
C 8.17056 0.41025 4.68506  -0.93
H 5.54001 3.23998 3.08328  0.34
H 4.79545 1.88332 2.23294  0.19
H 5.46500 1.64183 3.83948  0.30
H 6.97119 2.27407 1.25229  0.44
H 6.98897 0.72973 2.09207  0.24
H 10.08866 2.81818 2.81194  0.35
H 9.17752 2.87567 1.33021  0.39
H 10.29057 0.36650 2.67746  0.23
H 10.69224 1.04698 1.11091  0.40
H 9.12261 0.29192 1.35131  0.26
H 7.31553 2.36134 4.90752  0.36
H 9.04528 2.37776 4.81735  0.37
H 7.38963 -0.12429 4.14250  0.23
H 7.98965 0.25510 5.75039  0.37
H 9.12719 -0.05354 4.45044  0.26
C -6.64066 -3.50223 -4.91795  -1.38
C -7.62591 -3.34807 -3.76875  -0.36
N -7.07333 -2.61778 -2.64539  0.20
C -7.86482 -2.72836 -1.43442  -0.68
C -9.28274 -2.14364 -1.43978  -0.99
C -6.55503 -1.29599 -2.95176  -0.58
C -7.50030 -0.27812 -3.60373  -1.08
H -5.70163 -3.93104 -4.56600  0.32
H -7.05724 -4.16862 -5.67410  0.43
H -6.42478 -2.55083 -5.40505  0.27
H -7.89656 -4.34554 -3.41240  0.45
H -8.55258 -2.89399 -4.15524  0.27
H -7.29831 -2.27922 -0.61410  0.34
H -7.93642 -3.79333 -1.19037  0.41
H -9.27635 -1.05479 -1.42245  0.22
H -9.81845 -2.47681 -0.54856  0.41
H -9.85638 -2.47253 -2.30661  0.27
H -5.68988 -1.41818 -3.60944  0.28
H -6.14619 -0.86536 -2.03435  0.31
H -8.05424 -0.70202 -4.44261  0.27
H -6.91581 0.55912 -3.98953  0.34
H -8.21647 0.13117 -2.89287  0.27

Output
**Total charge**: 0
**HOMO**: -8.007 eV
**Kohn-Sham gap**: 0.29448 Eh
**Total energy**: -76133.8862 eV


This record from the Open Molecules 2025 dataset describes 2 unconnected molecules or ions with the total composition C2H4N2O2. The level of theory is wB97M-V/def2-TZVPD.

Each line ends with the Mulliken charge.
Atoms and positions in Å:
C 0.21707 -0.48635 -0.34631  0.27
C 1.24343 0.57896 -0.15260  -0.24
N -2.69962 -0.36946 0.17353  -0.08
N -2.14685 0.50980 -0.36242  -0.18
O 0.18451 -1.68953 -0.26545  -0.40
O 2.56255 -0.01685 0.13667  -0.46
H 0.79014 1.20972 0.70286  0.22
H 1.26827 1.15393 -1.05845  0.32
H -3.64788 -0.19500 0.48907  0.23
H 2.22837 -0.69522 0.68311  0.30

Output
**Total charge**: 0
**HOMO (spin up / spin down)**: -8.381 / -7.754 eV
**Kohn-Sham gap (spin up / spin down)**: 0.32900 / 0.30434 Eh
**Total energy**: -9209.5263 eV


Which value of total energy does entry 1 give?
-211061.6846 eV